# 1
The following is a quantum chemistry calculation of a cluster of 10 separate species, C3H26O10 in total in a non-equilibrium geometry, from OMol25.

Lowest unoccupied orbital energy ... -1.151 eV
DFT total energy ... -882.200907 hartree
Energy relative to the best compared isomer or geometry (same formula, charge and spin) ... 277.41 kJ/mol

Element x y z (Å)
1 O 3.327835 -23.541777 28.497353
2 H 3.782499 -23.623065 27.552017
3 H 2.579912 -22.925612 28.533519
4 H 3.966505 -23.351820 29.202877
5 C 3.190220 -22.607759 24.716108
6 C 4.598327 -22.896456 25.295244
7 C 5.337486 -21.648399 25.696994
8 O 4.651809 -23.930566 26.259971
9 H 2.736357 -23.493400 24.275722
10 H 3.254113 -21.865219 23.918750
11 H 2.523247 -22.309357 25.532541
12 H 5.145207 -23.373228 24.465503
13 H 5.275193 -20.834859 24.971640
14 H 6.416831 -21.720945 25.857901
15 H 4.975738 -21.346505 26.688897
16 O 7.220041 -19.201639 22.801663
17 H 6.294538 -19.348486 23.018804
18 H 7.495798 -18.486535 23.382981
19 O 1.736779 -19.703019 25.990636
20 H 2.054930 -19.839202 25.092820
21 H 0.885703 -20.150984 26.016919
22 O 4.838190 -26.507539 27.560459
23 H 4.709881 -25.744785 26.976168
24 H 5.793096 -26.585112 27.646858
25 O 2.894740 -20.907323 21.077403
26 H 3.176660 -21.825081 21.149887
27 H 2.259005 -20.790064 21.789016
28 O 2.457390 -25.695816 25.239257
29 H 3.271053 -25.205263 25.463173
30 H 1.741935 -25.128224 25.539830
31 O 1.862390 -26.520736 22.450534
32 H 1.961825 -26.044590 23.288069
33 H 2.558411 -26.171702 21.886950
34 O 7.683308 -24.418106 25.988909
35 H 8.042918 -23.535974 26.116446
36 H 6.722413 -24.306420 26.067329
37 O 7.012552 -26.038689 23.365376
38 H 7.294496 -26.807972 23.867799
39 H 7.054767 -25.311588 23.997230

Forces on atoms 1 to 2 (eV/Å):
-0.725 0.028 1.153
1.804 -0.509 -2.630

# 2
The following is a quantum chemistry calculation of a cluster of 11 separate species, C3H27NO10 in total in a non-equilibrium geometry, from OMol25.

Lowest unoccupied orbital energy ... 0.221 eV
SMILES ... C=CCN.O.O.O.O.O.O.O.O.O.O
DFT total energy ... -937.609303 hartree
Energy relative to the best compared isomer or geometry (same formula, charge and spin) ... 62.61 kJ/mol

Element x y z (Å)
1 C -0.103648 2.819553 1.922434
2 C 0.176966 1.548872 2.168941
3 C 1.432261 0.768918 1.972880
4 N 1.111981 -0.681678 2.037860
5 H -1.120216 3.152676 2.066666
6 H 0.562160 3.591214 1.565268
7 H -0.652825 0.879640 2.368540
8 H 2.030774 0.900175 1.068026
9 H 2.243351 0.874194 2.701533
10 H 1.938840 -1.229009 2.221431
11 H 0.706488 -1.073013 1.194540
12 O -1.010360 -2.970684 0.858601
13 H -1.472327 -2.158675 0.630744
14 H -1.125364 -3.200594 1.791607
15 O 1.511202 -2.790427 0.154796
16 H 0.584022 -3.163706 0.159271
17 H 1.632015 -3.180883 1.034812
18 O 2.457227 -0.998984 -1.703686
19 H 1.926365 -1.800614 -1.537510
20 H 2.435087 -1.079000 -2.667498
21 O 2.559777 1.802420 -1.360035
22 H 2.961195 1.529871 -2.189741
23 H 2.549422 0.991798 -0.833472
24 O -1.058164 -2.035601 3.331867
25 H -1.440804 -1.305318 3.821813
26 H -0.133140 -1.788893 3.119327
27 O -1.251651 0.012316 -3.230054
28 H -2.117570 0.279694 -2.901221
29 H -0.588644 0.657538 -2.963419
30 O -2.391507 1.964057 -1.784699
31 H -2.797051 2.773920 -1.462416
32 H -1.416944 2.104350 -1.765426
33 O -0.840445 -1.684216 -1.234728
34 H -1.028239 -1.055200 -1.971347
35 H -0.808579 -2.516475 -1.716659
36 O 0.174256 2.874878 -1.935643
37 H -0.191015 3.368596 -1.192305
38 H 0.958951 2.390743 -1.573636
39 O -2.508479 0.405260 0.473891
40 H -2.714771 0.830809 -0.386583
41 H -1.580576 0.216667 0.288649

Forces on atoms 1 to 2 (eV/Å):
-0.241 0.146 0.005
0.051 -0.019 -0.846

Computed Kohn-Sham gap, in the same sequence as the records: 8.658; 9.694 eV.
Computed HOMO, in the same sequence as the records: -9.8; -9.5 eV.